Record 1
Molecular formula: C13H46N2O10
Method: DFT, ωB97M-V/def2-TZVPD

Properties
Relative energy (zero: lowest compared OMol25 entry of this formula, charge and spin) (kcal/mol): 113.5
LUMO level (Ha): 0.01759
Gap between HOMO and LUMO (eV): 9.458
Structure (SMILES): NC(N)=O.CCO.CCO.CCO.CO.CO.CO.CO.CO.CO
Molar mass (Da): 390.5

Atoms and positions in Å:
1 H 2.267 -0.249 1.745
2 C 1.685 -3.103 -1.148
3 H -0.098 1.275 -0.325
4 H 3.501 1.543 -6.019
5 H 0.300 -2.215 3.917
6 H 5.087 -0.747 -0.293
7 H -1.180 -1.352 -2.073
8 H 2.164 -0.065 -2.607
9 C -1.917 1.423 -4.516
10 H -4.417 1.583 -1.414
11 C -0.624 3.031 0.093
12 C 1.057 2.136 3.428
13 C 1.056 -2.523 3.213
14 O 0.385 2.054 -0.120
15 C 1.865 0.337 -3.546
16 H 0.656 -2.514 2.231
17 H -1.248 2.624 0.937
18 H -1.980 -2.573 2.826
19 H 0.920 -3.918 -1.295
20 H -4.469 -3.007 3.065
21 O 2.090 1.698 4.334
22 H -1.682 -0.614 1.348
23 O 2.062 -1.556 3.269
24 H 0.062 -1.076 -0.052
25 O -4.692 0.705 -1.209
26 H -0.740 1.369 2.433
27 H -1.092 0.800 -4.925
28 O 2.725 1.244 -5.537
29 N 4.250 -0.760 0.275
30 C -1.162 -0.390 -1.521
31 H 2.893 2.152 4.158
32 C -2.728 -2.003 2.333
33 C 3.080 0.530 -4.417
34 O -0.694 -0.505 -0.175
35 H -2.560 0.704 -4.118
36 H 1.128 -0.284 -4.005
37 H -2.175 -0.050 -1.613
38 C 0.040 1.003 3.084
39 O -1.430 2.289 -3.546
40 H -1.222 3.041 -0.754
41 N 2.474 0.348 0.945
42 H -0.592 0.364 -1.998
43 O -2.291 -0.671 2.125
44 H -3.917 -1.660 4.173
45 H 1.565 2.581 2.602
46 H 1.425 -3.461 3.514
47 H 3.662 -0.360 -4.746
48 H 2.489 -3.706 -0.697
49 H 2.101 -2.681 -2.044
50 H 3.804 1.141 -3.788
51 H -0.452 0.540 3.933
52 O 1.349 -2.128 -0.143
53 H 0.467 0.231 2.546
54 H -3.961 0.983 0.700
55 H 2.128 -1.584 0.093
56 H -2.493 1.937 -5.308
57 H -2.906 -2.420 1.373
58 H -0.825 2.874 -3.985
59 H 2.121 -1.279 4.207
60 C 3.497 0.291 0.147
61 H -4.732 -1.306 2.631
62 O 3.743 1.236 -0.878
63 H 4.213 -1.508 1.011
64 H -4.937 -0.543 0.440
65 C -4.055 -1.991 3.130
66 H 0.558 2.935 3.969
67 H 1.811 1.070 0.806
68 H -5.693 0.978 0.585
69 H -0.207 3.972 0.358
70 C -4.805 0.515 0.178
71 H 1.326 1.239 -3.322

Forces on atoms 1 to 3 (eV/Å):
H 0.70 -0.09 -0.08
C 0.84 -1.62 1.65
H -0.36 -1.49 -0.09


Record 2
Molecular formula: C42H62O33
Method: DFT, ωB97M-V/def2-TZVPD

Properties
Relative energy (zero: lowest compared OMol25 entry of this formula, charge and spin) (kcal/mol): 0.0
LUMO level (Ha): -0.00096
Gap between HOMO and LUMO (eV): 10.067
Structure (SMILES): C[C@H]1COC(=O)O1.C[C@H]1COC(=O)O1.C[C@H]1COC(=O)O1.C[C@H]1COC(=O)O1.C[C@H]1COC(=O)O1.C[C@H]1COC(=O)O1.C[C@H]1COC(=O)O1.C[C@H]1COC(=O)O1.C[C@H]1COC(=O)O1.O=C1OCCO1.O=C1OCCO1
Molar mass (Da): 1094.9

Atoms and positions in Å:
1 O 3.994 -2.300 -2.369
2 H 1.223 -3.140 3.015
3 C 0.387 -5.157 3.376
4 O 3.173 2.888 -1.256
5 H -1.698 -4.962 4.138
6 H -0.895 -3.532 3.765
7 H 0.407 -0.716 -1.229
8 H -3.149 -3.786 -6.121
9 H -4.991 3.838 -3.325
10 O 0.794 -3.529 -0.919
11 H 0.081 -6.219 -2.174
12 C 3.526 3.011 -4.656
13 H -7.230 2.596 -2.312
14 C -2.594 -2.859 -5.974
15 H 4.208 1.073 -4.325
16 O 0.245 5.457 -3.088
17 C -0.956 0.497 -0.119
18 H -6.432 0.242 4.109
19 H 0.254 4.873 1.114
20 C 0.388 5.475 -4.418
21 O 2.750 -5.720 5.742
22 C 4.421 0.641 -0.692
23 H 1.102 0.921 -0.807
24 C 4.328 -0.362 1.673
25 O 2.655 1.613 -3.039
26 H 5.474 0.690 -0.387
27 H 4.272 0.538 2.283
28 C 1.167 -4.251 -2.081
29 H -4.418 0.942 3.128
30 O -2.392 3.519 -0.039
31 C -0.054 4.138 -2.645
32 O 1.192 -0.283 7.305
33 O 2.733 -1.374 6.246
34 C -6.580 2.782 -1.457
35 H -2.823 -2.305 -6.886
36 H 0.463 -6.136 2.897
37 H 1.207 -3.593 -2.950
38 C -1.886 -0.422 -3.733
39 O 3.591 3.810 3.600
40 H -5.079 1.243 -1.834
41 O -4.827 -0.906 -0.462
42 H 2.712 3.466 -5.233
43 H 0.420 -0.036 5.444
44 H -5.299 -0.657 4.903
45 C 3.633 -0.197 0.329
46 H -1.520 -2.980 -5.844
47 C 1.241 0.392 6.024
48 C 0.105 -0.204 1.746
49 H -3.578 -2.552 -2.724
50 C -4.641 -0.094 2.875
51 H 3.353 0.526 5.510
52 C -2.697 -2.508 -3.363
53 H 2.254 -5.982 -1.397
54 H -0.774 4.032 -1.837
55 H -3.851 -2.087 2.909
56 H 4.126 1.677 -0.846
57 O 2.543 -4.443 3.856
58 O -1.064 -4.635 -1.459
59 H -1.618 3.299 -3.953
60 O -3.407 3.876 -2.020
61 C -0.545 -3.646 -0.702
62 C 3.214 1.534 -4.348
63 C 2.115 -5.253 4.852
64 C 1.245 1.868 6.283
65 H 2.112 -0.225 -4.905
66 C -4.386 3.136 -2.749
67 H 2.475 4.309 1.195
68 C -0.544 3.451 -3.919
69 C -1.014 -4.555 3.392
70 O 2.443 2.516 2.210
71 H 0.912 3.755 -2.309
72 O -0.936 0.507 1.299
73 C 2.550 -0.210 5.447
74 O -1.882 -1.474 -2.912
75 O 3.404 3.639 -3.378
76 H 0.028 2.551 -4.126
77 O 4.401 -0.155 -1.877
78 H 1.407 2.306 5.284
79 O 4.240 1.689 3.267
80 O -0.022 4.318 -4.953
81 C -3.315 3.335 -0.780
82 C -5.142 2.315 -1.663
83 H -6.206 -1.452 3.626
84 H -4.230 -2.015 -4.923
85 H -1.562 -4.472 2.455
86 O -3.364 -1.112 1.228
87 O -1.318 0.602 -3.548
88 O -1.106 -3.014 0.119
89 C 1.493 -4.187 2.908
90 H -2.534 -0.849 3.116
91 C 1.920 -1.380 7.313
92 C 0.469 3.914 1.601
93 C 3.100 2.748 -2.444
94 H 1.796 -4.549 1.928
95 O 0.791 -5.454 4.711
96 C 0.470 0.090 -0.498
97 H 2.624 -5.429 -2.974
98 H 3.279 -4.559 -1.487
99 H 3.934 -1.222 2.210
100 H 1.664 4.539 4.082
101 C 3.956 -1.402 -1.576
102 C -3.488 -1.088 2.657
103 C 3.446 2.555 3.081
104 O 1.889 -2.220 8.172
105 H 2.716 5.557 3.098
106 O -4.427 2.710 -0.484
107 H 2.404 -0.642 4.458
108 H -3.918 2.534 -3.534
109 H 1.449 1.255 -5.670
110 O -5.270 -0.084 1.577
111 C -5.690 -0.529 3.888
112 H -7.001 2.212 -0.627
113 O 0.912 -0.556 0.693
114 O 0.220 -0.572 2.868
115 H -1.183 1.511 -0.447
116 H -6.628 3.844 -1.219
117 H 0.217 3.252 0.774
118 O 0.718 6.448 -5.026
119 C 1.918 3.841 2.013
120 H 4.494 3.193 -5.112
121 C 2.354 0.754 -5.313
122 C -3.154 -2.089 -4.781
123 H 5.376 -0.578 1.454
124 H -2.144 -3.439 -3.468
125 H 2.851 0.591 -6.274
126 H 0.390 2.421 6.666
127 H -1.676 -0.150 -0.618
128 H 2.121 2.255 6.809
129 C -4.536 -0.734 0.688
130 C 2.401 4.530 3.273
131 H -0.268 3.932 2.405
132 H -0.303 -5.013 -3.387
133 O -2.648 -0.722 -4.823
134 C -0.090 -5.152 -2.322
135 C 2.446 -5.064 -1.961
136 O 3.619 -1.489 -0.304
137 H 2.578 0.091 0.325

Forces on atoms 1 to 3 (eV/Å):
O -0.50 -0.12 -0.06
H -0.09 0.04 -0.52
C -0.47 0.04 0.32


Among the records above, which one has the highest gap between HOMO and LUMO? C42H62O33